1.
C7H17NO | the ωB97M-V functional and the def2-TZVPD basis

Geometry as XYZ:
```
26
Properties=species:S:1:pos:R:3:lowdin_charge:R:1
C 2.653 -0.140 -0.811 -0.346
C 0.066 0.128 -0.687 -0.256
C -1.840 -0.791 0.509 -0.284
C 0.651 -0.709 0.211 -0.055
C -0.046 1.603 -0.516 -0.088
C -2.814 -0.719 -0.633 -0.146
C -2.124 0.115 1.670 -0.138
N 3.175 0.874 0.028 0.021
O 3.331 -1.380 -0.853 -0.066
H 3.419 -1.712 0.048 0.077
H 2.557 0.192 -1.842 0.109
H -0.119 -0.258 -1.684 0.121
H -1.619 -1.816 0.807 0.091
H 3.096 0.662 1.016 0.063
H 4.142 1.132 -0.171 0.076
H 0.720 -1.768 0.002 0.088
H 0.859 -0.361 1.216 0.089
H 0.674 2.105 -1.165 0.080
H 0.154 1.910 0.509 0.081
H -1.047 1.938 -0.797 0.073
H -3.830 -1.023 -0.333 0.073
H -2.900 0.301 -1.024 0.065
H -2.525 -1.376 -1.457 0.067
H -1.353 0.050 2.442 0.064
H -3.085 -0.119 2.159 0.076
H -2.195 1.160 1.354 0.065
```

Values from the calculation:
**Energy above the lowest of the compared OMol25 structures with the same formula, charge and spin**: 141.7 kcal per mole
**Gap between HOMO and LUMO (alpha / beta)**: 7.15 / 7.11 eV
**HOMO energy (alpha / beta)**: -6.30 / -6.27 eV

=====

2.
C7H17NO | the ωB97M-V functional and the def2-TZVPD basis

Geometry as XYZ:
```
26
Properties=species:S:1:pos:R:3:lowdin_charge:R:1
C 3.013 1.654 2.544 -0.017
C 1.686 1.195 3.310 -0.577
N 0.892 2.250 3.803 0.075
O 1.442 0.057 3.659 0.027
H 2.855 2.774 2.399 0.069
H 3.035 1.196 1.468 0.103
H 3.904 1.372 3.113 0.068
H -0.060 1.762 4.004 0.138
H 0.845 3.044 3.078 0.113
C 1.199 -1.142 -2.931 -0.109
C 0.226 -1.599 -1.782 -0.274
C -1.006 -0.734 -1.640 -0.289
C -2.210 -1.159 -0.843 -0.263
C -3.348 -0.112 -0.809 -0.104
H 0.565 -1.010 -3.875 0.090
H 1.536 -0.098 -2.728 0.069
H 2.060 -1.769 -2.992 0.046
H 0.731 -1.768 -0.831 0.100
H -0.127 -2.638 -2.082 0.116
H -0.607 0.154 -1.249 0.089
H -1.362 -0.491 -2.668 0.122
H -1.798 -1.227 0.154 0.104
H -2.440 -2.132 -1.194 0.094
H -4.068 -0.026 -1.612 0.063
H -4.017 -0.362 0.047 0.067
H -2.947 0.810 -0.341 0.078
```

Values from the calculation:
**SMILES string**: CC(N)=O.CCCCC
**Energy above the lowest of the compared OMol25 structures with the same formula, charge and spin**: 36.9 kcal per mole
**Gap between HOMO and LUMO**: 10.49 eV
**HOMO energy**: -9.94 eV

=====

3.
C7H17NO | the ωB97M-V functional and the def2-TZVPD basis

Geometry as XYZ:
```
26
Properties=species:S:1:pos:R:3:lowdin_charge:R:1
C 0.918 0.767 2.043 -0.064
C 0.676 1.462 0.715 -0.361
O 1.946 1.876 0.182 -0.068
C -0.092 0.682 -0.483 -0.241
C -1.504 1.269 -0.649 -0.065
C -0.036 -0.868 -0.444 -0.567
C -0.623 -1.352 -1.865 -0.047
C -0.850 -1.544 0.669 -0.047
N 1.335 -1.347 -0.364 0.064
H 1.409 1.454 2.745 0.078
H 1.602 -0.081 1.947 0.075
H -0.015 0.434 2.502 0.076
H 0.130 2.389 0.925 0.120
H 2.406 2.383 0.873 0.090
H 0.460 0.997 -1.380 0.133
H -1.554 2.323 -0.354 0.075
H -2.281 0.761 -0.074 0.070
H -1.808 1.240 -1.700 0.075
H -0.626 -2.447 -1.918 0.069
H 0.006 -0.990 -2.685 0.077
H -1.658 -1.046 -2.044 0.067
H -0.284 -1.627 1.602 0.069
H -1.776 -1.011 0.895 0.071
H -1.125 -2.569 0.396 0.079
H 1.948 -0.810 -0.977 0.088
H 1.402 -2.343 -0.558 0.082
```

Values from the calculation:
**SMILES string**: C[C@@H](O)[C@H](C)C(C)(C)N
**Energy above the lowest of the compared OMol25 structures with the same formula, charge and spin**: 24.4 kcal per mole
**Gap between HOMO and LUMO**: 9.79 eV
**HOMO energy**: -8.83 eV

=====

4.
C7H17NO | the ωB97M-V functional and the def2-TZVPD basis

Geometry as XYZ:
```
26
Properties=species:S:1:pos:R:3:lowdin_charge:R:1
C -1.934 2.310 1.799 -0.046
C -1.319 2.443 0.327 -0.241
N -1.763 1.543 -0.665 -0.130
C -2.556 1.856 -2.088 0.065
C -1.531 0.141 -0.415 -0.423
C -0.514 -0.474 0.589 0.017
O -1.846 -0.528 -1.382 -0.016
H -1.314 2.528 2.581 0.008
H -1.748 1.171 2.071 0.071
H -3.049 2.695 1.931 0.115
H -1.674 3.334 -0.248 0.127
H -0.369 2.383 0.343 0.037
H -1.693 2.390 -2.491 0.080
H -2.912 0.790 -2.375 0.104
H -3.327 2.480 -1.706 0.047
H -0.708 -1.588 0.670 0.109
H 0.466 -0.429 0.312 0.043
H -0.767 -0.137 1.569 0.031
C 4.005 -2.321 -0.481 -0.151
C 3.078 -3.448 0.260 -0.126
H 4.707 -2.003 0.304 0.053
H 4.303 -2.768 -1.465 0.070
H 3.474 -1.485 -0.813 0.010
H 3.694 -3.472 1.335 0.118
H 3.211 -4.327 -0.270 0.010
H 2.085 -3.083 0.306 0.017
```

Values from the calculation:
**SMILES string**: CCN(C)C(C)=O.CC
**Energy above the lowest of the compared OMol25 structures with the same formula, charge and spin**: 123.8 kcal per mole
**Gap between HOMO and LUMO**: 9.54 eV
**HOMO energy**: -8.67 eV

=====

The evaluated calculated total energy for the records listed, in turn: -11066.995; -11071.537; -11072.081; -11067.772 eV.